1.
A structure of composition C49H39CsN8O2P2S3Se2 in a non-equilibrium geometry. Source: the Open Molecules 2025 dataset; level of theory: ωB97M-V with the def2-TZVPD basis set.

```
106
Properties=species:S:1:pos:R:3:mulliken_charge:R:1
S 5.08 4.79 0.44 -0.494
C 3.33 2.34 5.94 -0.307
H -3.05 -1.59 2.68 0.610
N 2.63 1.97 -1.85 0.140
C -3.81 -1.57 4.68 -0.721
C 3.87 2.60 -3.85 1.218
S 4.69 -1.61 -1.14 1.248
C -4.17 -5.32 0.18 -0.734
H 6.52 -3.34 -2.53 0.476
H 1.72 1.35 7.01 0.359
C -4.84 -3.04 0.55 -0.087
H -6.27 -3.02 -1.71 0.369
N -0.90 -0.23 0.24 0.280
H -5.00 -6.78 1.52 0.373
H -5.48 5.26 -0.11 0.363
H 4.81 3.08 4.56 0.424
S 6.67 3.08 -1.35 -0.170
C 5.31 0.22 -3.61 -0.177
N -2.27 -1.54 -0.83 -0.292
C -5.98 -2.12 -2.25 -0.480
C -2.11 -0.04 0.79 -0.558
H 2.34 -2.46 -2.52 0.520
H -6.32 -0.68 -5.30 0.359
H 1.63 4.98 -2.93 0.353
C 4.04 -4.70 -4.42 -0.334
Se -0.34 2.02 2.65 -0.352
C 3.79 1.37 3.80 0.206
H 1.97 -4.14 -4.30 0.394
H -4.96 1.07 -4.17 0.402
H 3.51 3.08 6.71 0.387
C -4.10 -0.81 5.80 -0.536
H 7.85 1.22 -2.19 0.288
H -3.59 -6.04 -0.38 0.385
H -2.99 2.19 4.68 0.529
H -4.77 2.46 3.04 0.516
H -4.02 1.15 6.67 0.391
H -6.97 -2.72 -4.06 0.377
C 4.34 0.48 -2.67 -0.510
C -5.26 0.17 -3.63 -0.654
P -2.20 1.18 2.11 0.326
C 4.06 2.34 4.78 -0.603
C -3.00 0.38 3.53 0.439
C -6.38 -1.95 -3.57 -0.648
C 5.53 -3.54 -2.93 -0.106
N 2.84 0.45 3.97 -0.225
C 1.97 3.10 -1.93 -0.474
C 2.13 0.47 5.10 -0.316
H -6.30 -5.11 2.80 0.390
C -4.46 2.92 2.11 -0.046
C 5.57 1.13 -4.66 -0.974
C -2.99 -0.87 0.10 0.575
C 5.32 -4.48 -3.93 -0.608
C 4.49 1.35 2.49 -0.347
H 6.16 -5.04 -4.32 0.358
C -5.69 -4.80 1.96 -0.623
H 8.14 1.40 -0.43 0.434
H 4.30 0.50 1.86 0.592
N -1.02 -1.13 -0.73 -0.882
H 5.10 2.99 -5.59 0.317
H -4.53 -1.27 6.68 0.371
C -5.23 3.93 1.55 -0.671
C -3.33 2.46 1.46 0.424
H -4.01 -2.64 4.68 0.433
H 6.36 0.89 -5.37 0.336
H 5.91 -0.67 -3.51 0.410
C -3.74 4.02 -0.33 -0.634
C -4.86 0.01 -2.32 -0.425
O 3.92 -2.12 -0.01 -0.878
C 7.39 1.43 -1.22 -0.445
Cs 2.05 -0.19 0.44 1.439
C 5.82 3.26 0.21 0.236
C -2.97 3.02 0.24 -0.634
H -6.12 4.27 2.06 0.374
C 2.97 -3.98 -3.91 -0.690
C 3.13 3.80 -3.89 -0.679
P -4.74 -1.26 0.13 1.215
C -3.27 -0.98 3.55 -0.305
C 2.19 4.06 -2.94 -0.779
H -2.07 2.67 -0.27 0.439
H 3.88 -5.43 -5.20 0.354
H -4.27 0.77 -1.82 0.336
C -5.63 -3.45 1.61 -0.423
H -6.19 -2.71 2.16 0.289
H -3.46 -3.65 -0.97 0.413
C -3.82 0.55 5.79 -0.728
C 4.88 2.29 -4.79 -0.968
N 3.97 -0.32 -1.60 0.443
C 4.45 -2.82 -2.42 -0.146
Se -6.01 -0.08 1.33 -0.387
H 1.24 3.28 -1.15 0.553
N 5.79 2.19 0.94 -0.268
N 5.23 2.33 2.15 -0.493
C 3.59 1.71 -2.79 -0.240
C -4.10 -3.98 -0.17 -0.165
H 1.35 -0.27 5.19 0.364
H -3.45 4.45 -1.28 0.430
H 3.34 4.52 -4.67 0.372
H 6.62 0.68 -1.01 -0.165
C -3.26 1.14 4.67 -0.579
C 2.33 1.38 6.12 -0.490
C -6.02 -0.81 -4.26 -0.431
C -4.96 -5.73 1.24 -0.351
O 6.12 -1.53 -0.96 -0.790
C 3.17 -3.03 -2.92 -0.506
C -5.22 -1.15 -1.62 0.385
C -4.87 4.48 0.33 -0.484
```

Results
Charge   -2

***

2.
A structure of composition C49H39KN6O4S3. Source: the Open Molecules 2025 dataset; level of theory: ωB97M-V with the def2-TZVPD basis set.

```
102
Properties=species:S:1:pos:R:3:mulliken_charge:R:1
C -1.73 5.10 1.04 -0.554
S 0.53 -0.02 -1.65 1.984
C 1.05 -4.94 -2.64 0.851
C 1.71 -5.57 -3.72 -1.038
C -1.98 0.29 -2.50 -1.535
C 1.60 -5.08 -4.99 -0.674
C 2.58 -2.35 2.58 -0.773
H 3.21 0.82 2.67 0.224
C -1.34 2.63 5.43 -0.216
N 1.78 3.44 -0.74 -0.601
C -3.05 3.66 6.80 -0.657
H 1.87 -2.57 0.56 0.315
O -3.70 4.79 9.39 -0.476
C -2.09 4.08 7.73 0.657
H -1.06 -2.95 3.66 0.474
H 0.22 2.53 -2.98 0.322
H 2.11 -5.57 -5.81 0.413
C -2.68 2.95 5.68 -0.908
H 1.04 3.37 -5.14 0.406
C 1.12 0.60 -3.23 0.233
N 1.73 2.01 1.13 -0.610
C 3.03 1.76 0.89 0.522
C 1.62 -2.61 1.61 0.427
N 3.72 2.20 -0.16 -0.746
H 0.41 5.35 0.90 0.516
H -4.68 -5.16 -2.79 0.448
H 3.09 -0.33 -5.81 0.404
H -1.69 1.33 -2.45 0.409
H -3.79 4.48 1.08 0.441
C 1.18 2.88 0.30 0.534
O -1.56 -1.61 0.61 -0.388
C 0.81 -3.94 -5.24 -0.895
H 3.64 1.77 -7.13 0.390
C -1.34 -2.04 -2.14 -0.680
C 2.60 2.08 -6.96 -1.609
C -2.45 2.87 0.61 -0.422
H -3.23 2.13 0.51 0.453
C -2.76 4.19 0.92 -0.827
C -3.10 -3.78 -2.48 -1.056
C 1.29 2.36 -4.83 -1.127
H 4.67 0.90 1.72 0.242
H -2.39 -4.55 -2.22 0.455
C -0.26 -3.65 -0.54 1.558
H -1.93 6.14 1.30 0.442
H -4.10 3.91 6.92 0.203
C 0.27 -3.79 -2.88 0.826
C -2.41 4.85 8.95 0.716
H 3.30 -2.70 5.77 0.466
H 3.60 -2.15 2.27 0.302
C 3.04 3.01 -0.96 0.509
C 0.94 -2.53 4.31 -0.811
C 0.32 -2.84 2.02 0.124
C 0.81 1.89 -3.62 -0.255
S -1.08 -2.99 0.92 -0.128
H 3.08 -0.99 5.41 0.338
H 2.55 3.17 -7.02 0.374
C -0.03 -2.81 3.36 -0.755
H 0.00 4.10 8.19 0.402
C -3.63 -1.43 -2.82 0.962
N 3.67 0.99 1.79 -0.297
N 3.66 3.47 -2.07 -0.382
C -4.38 -4.12 -2.80 -0.964
O 1.45 -1.10 -1.22 -0.818
H 0.73 -3.56 -6.25 0.461
H 4.29 -1.93 4.53 0.359
C 2.26 -2.30 3.93 0.908
C -0.75 3.77 7.48 -0.514
H -6.34 -3.41 -3.38 0.401
C -0.22 3.33 0.54 0.338
C -0.40 -3.13 -1.80 0.309
H -4.20 4.18 8.84 0.294
C 0.16 -3.31 -4.21 -0.937
C -3.25 -0.07 -2.82 -1.413
H 2.00 1.68 -7.78 0.300
C -0.43 4.68 0.83 -0.623
O -1.59 5.40 9.64 -0.578
H 2.23 -1.19 -3.64 0.583
N -1.20 2.45 0.42 0.405
C 2.10 1.57 -5.64 1.151
C -2.68 -2.42 -2.48 1.018
H 3.09 3.92 -2.76 0.244
C 2.43 0.29 -5.20 -0.948
H 0.66 2.82 6.19 0.371
C -0.39 3.05 6.37 -0.598
H -0.44 -2.43 -4.41 0.553
S -0.88 1.76 4.00 -0.494
H -3.99 0.69 -3.06 0.407
C -1.03 -0.71 -2.19 1.533
H -5.66 -1.04 -3.40 0.467
H 1.71 -6.35 -1.15 0.401
H 4.52 3.03 -2.34 0.250
C 3.29 -1.97 4.96 -1.732
K -0.26 0.20 1.66 1.428
H 0.66 -2.47 5.36 0.443
C -5.32 -3.13 -3.13 -0.697
H 0.56 -5.22 0.71 0.635
C 0.50 -4.82 -0.30 -0.970
C 1.95 -0.20 -4.00 -0.506
C 1.13 -5.45 -1.32 -1.207
H 2.30 -6.45 -3.51 0.443
C -4.95 -1.81 -3.15 -0.998
H -3.44 2.65 4.96 0.376
```

Results
Charge   0

***

3.
A structure of composition C49H40ClF12N5O7P2Zr. Source: the Open Molecules 2025 dataset; level of theory: ωB97M-V with the def2-TZVPD basis set.

```
117
Properties=species:S:1:pos:R:3:mulliken_charge:R:1
C 3.34 -3.77 0.41 -0.792
H 5.72 -0.17 -4.22 0.442
C -4.31 2.41 2.35 0.541
C -3.64 -3.72 -1.87 -0.770
C 2.92 4.35 1.29 -0.593
H 2.83 -0.86 -5.12 0.239
O 0.43 1.32 1.34 0.686
O -0.90 -0.94 1.89 -1.213
C 5.16 0.50 -3.57 -0.705
H -3.23 1.52 3.94 0.677
C -1.31 -3.14 -1.13 1.407
F -1.24 -3.75 1.17 -0.009
H -5.26 3.08 0.55 0.366
H 3.85 3.83 1.12 0.365
O -0.51 -2.10 -0.77 1.047
F -0.25 -0.87 4.39 -0.219
C -3.46 1.46 2.88 -0.588
H -4.11 4.03 3.76 0.344
H -4.30 1.30 -0.84 0.546
C 2.23 1.47 3.44 0.834
C 3.74 2.19 -1.90 -0.359
O -1.25 1.72 -0.78 -0.578
Zr -0.56 -0.26 0.01 -0.411
H -3.21 -4.61 -2.28 0.678
H 1.67 -2.64 -0.35 -0.267
H 4.70 3.79 -2.95 0.457
H -5.98 -5.51 -1.95 0.287
F -2.09 -0.02 5.11 -0.299
C 2.87 5.73 1.18 -0.843
H 1.63 7.48 1.27 0.395
C -5.86 -4.64 -2.60 -1.588
O 1.65 -1.11 -2.57 -0.141
Cl -0.52 3.02 -1.17 1.284
F -0.77 1.16 3.88 -0.030
H 2.43 2.78 6.55 0.433
F -1.09 -5.00 -2.70 -0.287
H 3.08 0.46 7.05 0.383
H -6.64 -2.32 -1.34 0.366
C 3.38 -1.40 -0.01 0.760
C 0.69 -0.74 -3.25 -1.540
H 2.25 -2.43 -4.52 0.240
H -0.34 3.75 2.02 0.390
C -2.79 -1.84 3.10 0.140
H -5.47 4.21 2.65 0.400
C 4.72 -1.36 0.40 -0.708
N -2.56 0.65 -3.03 0.223
C 0.56 4.31 1.80 -0.475
C -4.77 -1.51 -0.74 -1.006
C 2.84 0.74 6.04 -0.572
H -6.86 -4.26 -2.82 0.394
O 0.89 2.67 -1.33 -0.634
H 2.64 -0.58 2.93 0.393
C 2.91 -0.20 5.02 -0.868
C -4.07 1.34 0.22 0.011
C -1.36 -0.05 -4.96 -1.472
C 1.76 3.64 1.60 0.736
H 5.27 -0.42 0.37 0.373
H -0.43 6.21 1.83 0.462
O -1.09 3.38 -2.46 -0.664
C -4.89 3.49 3.24 -1.596
H -5.25 -0.67 -0.26 0.579
C -1.10 -4.25 -0.05 0.468
C -3.23 0.36 0.75 -0.025
H -2.18 0.22 -5.61 0.489
F -2.07 -2.79 3.71 -0.271
H 2.80 -4.71 0.41 0.517
F 0.15 -4.76 -0.13 -0.260
N -2.61 -0.59 -0.11 1.757
C 3.58 0.81 -1.78 0.746
H -2.52 0.98 -2.08 -0.164
C -1.26 -0.08 4.05 0.129
C 4.66 -3.72 0.82 -0.713
C 0.51 5.69 1.68 -0.737
H 3.18 2.85 -1.26 0.341
P 2.47 0.12 -0.49 0.909
C -3.37 -1.61 -0.70 1.032
F -1.95 -5.28 -0.17 -0.298
C -1.94 -0.59 2.73 2.539
H 5.97 2.28 -4.44 0.386
P 1.77 1.86 1.75 0.294
C -5.02 -3.58 -1.94 0.215
H 5.17 -4.62 1.15 0.401
C -2.80 -2.78 -1.26 -0.763
C -4.61 2.34 1.00 -1.294
F -1.21 -3.00 -3.53 -0.249
C 4.30 -0.03 -2.62 -0.888
C 2.48 2.05 5.76 -0.880
H -5.41 -4.99 -3.53 0.378
C 5.35 -2.51 0.82 -0.966
H 1.81 -1.90 -6.16 0.427
C -0.23 -0.60 -5.45 -0.425
C 1.66 6.40 1.37 -0.609
C 2.70 -2.61 -0.01 0.473
C 2.00 -1.57 -5.14 -0.939
H 3.76 6.28 0.93 0.442
F 0.58 -3.66 -2.53 -0.211
H -5.55 3.06 3.99 0.327
C -0.75 -3.71 -2.48 0.187
H 3.19 -1.23 5.25 0.473
C 5.31 1.87 -3.70 -0.633
F -3.34 -2.39 2.01 -0.096
H -0.09 -0.80 -6.50 0.383
H -3.23 1.05 -3.66 0.273
C 4.59 2.71 -2.86 -0.983
H 1.88 3.44 4.23 0.450
H 3.90 1.23 1.12 0.464
N -0.43 -0.17 -2.73 1.341
C -5.57 -2.46 -1.34 -1.429
H 6.39 -2.47 1.14 0.432
H 4.19 -1.10 -2.54 0.489
C -1.43 0.15 -3.55 0.627
F -3.81 -1.52 3.92 -0.294
C 2.17 2.42 4.45 -0.508
C 2.60 0.15 3.72 -0.420
N 0.78 -0.95 -4.63 0.427
C -2.90 0.45 2.11 -1.672
N 2.94 1.18 0.81 0.263
```

Results
Charge   0

***

4.
A structure of composition C49H40ClF12N5O7P2Zr in a non-equilibrium geometry. Source: the Open Molecules 2025 dataset; level of theory: ωB97M-V with the def2-TZVPD basis set.

```
117
Properties=species:S:1:pos:R:3:mulliken_charge:R:1
C 1.02 -1.62 -3.72 -0.158
F -1.87 -5.02 -1.00 -0.303
C 0.10 2.83 2.48 0.380
H -6.36 -0.49 3.10 0.502
C 0.58 -1.66 -2.39 -0.525
H -6.49 1.23 1.68 0.390
C -4.71 -1.84 3.25 -1.412
O -4.47 -0.31 -3.32 -0.711
H 5.54 0.10 2.01 0.391
F -1.85 2.89 -3.05 -0.260
H 2.66 3.62 -2.46 0.440
H 4.77 -2.10 5.52 0.418
O -2.90 0.76 0.82 -0.746
C 4.18 3.53 0.89 -0.865
H 0.19 6.67 2.83 0.373
H -3.14 -3.91 3.55 0.234
C -5.42 1.36 1.52 -0.750
C 2.73 2.55 -2.32 -0.604
H 5.98 2.60 -1.93 0.356
N -2.78 -1.15 2.02 0.926
Cl -4.14 0.09 -2.01 2.034
C 1.08 4.81 3.43 -0.679
H -1.84 -3.31 2.58 0.145
H 1.77 2.81 3.83 0.369
C -0.50 -3.07 -0.53 2.155
O -4.64 -0.80 -1.01 -0.613
H 7.07 2.00 1.73 0.415
C 5.53 3.37 1.14 -0.917
C 5.09 -3.26 3.75 -0.563
F -2.68 -3.58 0.38 -0.140
P -0.05 1.02 2.34 0.688
C 1.13 -2.75 -4.50 -1.221
C -1.02 0.71 3.87 0.611
C 5.21 2.79 -2.68 -1.908
H -3.30 0.07 6.95 0.418
F -0.90 4.45 -1.11 -0.259
C -3.38 -2.04 2.79 0.520
C 1.65 0.42 -1.92 -1.426
H -5.22 1.49 0.46 0.150
C 4.85 -3.38 2.39 -0.725
C -2.96 1.27 5.20 -0.649
N -4.74 0.15 1.99 0.459
C -0.74 -0.32 4.76 -0.425
H 5.26 -4.20 1.83 0.435
P 2.54 -0.13 1.51 2.127
C 3.32 2.46 1.02 0.331
O -0.47 1.88 -0.84 1.306
C 0.30 3.98 -1.46 -0.431
Zr -1.13 0.01 -0.44 0.855
O -2.62 0.02 -1.93 -1.228
H -3.82 1.91 5.37 0.455
H 0.10 -0.99 4.61 0.359
C 0.29 -4.04 -2.71 -0.291
C 1.57 1.81 -2.06 -0.845
C 0.87 -5.24 -4.84 -1.610
H 5.63 2.56 -3.66 0.412
H -5.21 -2.55 3.90 0.485
H 2.27 2.58 0.79 -0.395
H 3.02 -1.22 -1.82 0.646
N 1.50 0.45 2.80 0.828
H -1.49 3.15 1.07 0.387
H 5.71 -4.00 4.25 0.385
H 5.03 0.10 -2.22 0.375
C 2.93 -0.15 -1.97 0.802
C 0.16 5.59 2.73 -0.892
C 5.14 1.06 1.69 -1.066
O -4.51 1.44 -1.74 -0.652
C -0.60 2.42 -3.21 0.231
C 0.17 -2.91 -1.89 -1.331
C -0.77 5.00 1.90 -0.874
C 0.34 -3.97 0.42 0.314
F -2.57 -3.09 -1.71 -0.250
C 3.78 -1.25 3.82 -0.266
C 0.78 -4.00 -4.00 0.416
H -0.12 -5.61 -5.11 0.312
C -2.67 0.25 6.09 -0.625
C 6.01 2.13 1.54 -0.796
C -3.43 -0.06 1.61 -0.439
C 4.56 -2.20 4.46 -0.738
H -5.06 2.23 2.06 0.240
H 3.79 4.49 0.56 0.523
F 0.77 4.80 -2.41 -0.288
H 3.84 -2.54 0.69 0.310
C -0.80 3.61 1.76 -0.092
H 1.38 -6.04 -4.30 0.364
H 4.98 3.86 -2.66 0.367
C 4.06 0.59 -2.20 -1.080
H 1.50 -0.17 3.60 -0.011
H -1.31 -1.35 6.55 0.399
H 1.82 5.28 4.06 0.454
H 6.21 4.21 1.03 0.401
C -2.15 1.50 4.10 -0.569
F 1.11 4.13 -0.39 -0.016
N -2.68 -3.13 3.11 -0.163
H -1.47 5.60 1.33 0.490
F 0.74 -5.13 -0.10 -0.291
C -1.55 -0.54 5.87 -0.973
F 1.43 -3.32 0.82 0.079
C -5.34 -0.73 2.82 -0.422
F -0.36 -4.29 1.54 -0.365
C 0.21 2.49 -1.88 2.074
F 0.00 3.14 -4.18 -0.300
C 3.51 -1.37 2.45 -0.064
C 3.98 1.97 -2.41 0.864
C -1.92 -3.71 -0.72 0.347
H -0.02 -5.00 -2.33 0.591
H 1.29 -0.66 -4.14 0.573
H -2.38 2.32 3.43 0.242
F -0.70 1.16 -3.66 -0.148
H 1.42 -5.06 -5.76 0.373
H 3.41 -0.39 4.37 0.464
N 0.54 -0.42 -1.69 1.058
C 1.05 3.43 3.31 -0.574
C 3.78 1.22 1.44 0.322
C 4.05 -2.44 1.75 -0.318
H 1.48 -2.65 -5.52 0.351
O -0.67 -1.89 0.14 -0.454
```

Results
Charge   0

***

For the records above, the corresponding LUMO values read 3.41 -0.04 0.44 0.13 eV.
For the records above, the corresponding relative energy (zero: lowest compared OMol25 entry of this formula, charge and spin) values read 38.35 0.00 0.00 341.28 kJ/mol.
For the records above, the corresponding calculated total energy values read -249789.5292 -117410.9352 -138241.5799 -138238.0428 eV.